The following is a quantum chemistry calculation of a 4-piece molecular cluster, C12H24O12 overall in a non-equilibrium geometry, from OMol25.

Geometry as XYZ:
```
48
Properties=species:S:1:pos:R:3:forces:R:3:mulliken_charge:R:1
C 2.157 -3.185 1.849 0.99 -2.33 -1.36 -0.752
O 1.109 -2.428 2.315 -2.42 1.68 2.58 -0.109
C 0.993 -2.158 3.652 1.91 -0.07 3.56 0.534
O 1.937 -2.273 4.503 -4.04 0.37 -3.67 -0.601
O -0.333 -1.754 4.017 4.28 -0.79 -4.78 -0.159
C -0.681 -1.593 5.329 -2.43 -1.44 -2.17 -0.961
H 2.270 -4.142 2.339 -0.69 -0.50 0.52 0.344
H 3.150 -2.824 2.011 0.44 1.25 -0.33 0.332
H 1.919 -3.457 0.780 0.47 0.78 1.04 0.232
H -1.733 -1.650 5.205 -1.25 0.15 0.65 0.291
H -0.446 -0.766 5.817 1.56 4.09 1.59 0.384
H -0.392 -2.391 5.849 1.29 -3.26 2.43 0.469
C -1.575 2.194 -0.319 -3.60 5.05 2.11 -0.643
O -2.692 1.452 0.174 -1.59 -2.48 1.34 -0.309
C -2.524 0.722 1.392 2.10 -1.01 -1.27 0.863
O -1.495 0.694 2.041 -0.68 1.12 -0.62 -0.583
O -3.503 -0.143 1.634 -0.73 1.18 -2.23 -0.383
C -3.445 -1.093 2.744 7.86 0.86 -2.21 -0.526
H -0.743 1.657 -0.361 3.47 -2.56 -0.82 0.224
H -1.458 2.866 0.578 0.80 0.17 -1.26 0.380
H -1.808 2.902 -1.240 0.09 -2.15 1.85 0.217
H -2.831 -2.068 2.443 -1.55 2.05 0.45 0.133
H -4.408 -1.190 2.816 -5.19 -1.25 1.81 0.439
H -2.788 -0.510 3.420 -1.00 -0.95 0.76 0.214
C -0.857 -2.032 0.071 -1.67 1.21 1.30 -1.206
O -2.063 -1.880 -0.646 -1.55 -0.23 -0.63 -0.391
C -1.937 -1.359 -1.887 3.03 -0.05 0.65 0.931
O -0.866 -1.109 -2.378 1.27 0.38 0.07 -0.598
O -3.022 -1.185 -2.521 -4.66 1.94 -2.10 -0.422
C -3.067 -0.234 -3.741 1.32 0.56 1.23 -0.651
H -0.911 -2.568 0.998 -1.09 -0.21 0.35 0.223
H -0.451 -1.091 0.261 0.44 1.81 0.73 0.418
H -0.135 -2.463 -0.454 2.82 -2.30 -2.78 0.825
H -2.267 -0.545 -4.391 -0.21 -0.38 -0.41 0.330
H -2.874 0.844 -3.562 0.77 -0.72 1.33 0.210
H -4.028 -0.011 -4.200 -0.52 -1.93 0.30 0.315
C 1.677 1.874 -2.041 -5.40 -2.95 -2.94 -0.549
O 2.802 1.729 -2.802 3.50 -2.77 -0.40 -0.297
C 3.374 2.836 -3.171 1.37 2.20 0.73 0.774
O 2.888 3.901 -2.888 0.21 0.83 -0.55 -0.571
O 4.599 2.668 -3.740 -0.49 -0.99 0.01 -0.340
C 5.516 3.763 -3.927 -2.94 1.82 -3.14 -0.687
H 1.672 2.618 -1.329 0.52 1.32 1.83 0.423
H 1.121 0.818 -1.716 2.26 2.61 -0.75 0.088
H 1.029 2.236 -2.902 -0.73 -0.10 1.73 0.287
H 6.398 3.592 -3.419 1.94 -0.90 0.58 0.299
H 5.108 4.678 -3.521 -0.41 0.14 0.37 0.332
H 5.609 4.058 -5.085 0.14 -1.27 2.51 0.229
```
Positions in Å, forces in eV/Å.

* energy: -1374.31538 Ha
* F_max: 8.21 eV/Å
* frontier orbital gap: 0.4115 Ha
* E_HOMO: -10.5406 eV
* charge: 0



The following is a quantum chemistry calculation of a 3-piece molecular cluster, C12H24O6S3 overall in a non-equilibrium geometry, from OMol25.

Geometry as XYZ:
```
45
Properties=species:S:1:pos:R:3:forces:R:3:mulliken_charge:R:1
O 36.512 33.565 19.577 -0.01 -0.32 -1.79 -0.753
S 36.802 33.475 18.132 1.88 1.38 3.63 1.431
O 36.738 34.670 17.367 -0.61 1.34 -1.12 -0.683
C 38.407 32.820 17.893 1.04 -1.14 -1.36 -0.991
C 38.243 31.911 16.596 0.47 -1.40 3.38 -0.464
C 36.895 31.204 16.740 -0.72 4.66 0.24 -1.013
C 35.917 32.232 17.376 0.17 -1.71 0.37 -0.645
H 38.641 32.346 18.823 0.24 -0.87 0.38 0.448
H 39.232 33.501 17.662 -0.69 0.55 0.38 0.403
H 38.305 32.674 15.821 0.26 -1.03 -0.71 0.386
H 38.896 30.985 16.728 0.38 1.95 -1.21 0.268
H 36.853 30.395 17.346 0.63 -2.65 1.78 0.449
H 36.539 30.970 15.813 -1.03 -0.96 -2.49 0.398
H 35.300 31.834 18.159 -0.57 -0.40 0.07 0.330
H 35.381 32.815 16.706 -1.50 0.54 -1.61 0.431
O 33.613 36.541 16.930 -1.11 -2.69 -0.99 -0.660
S 34.605 37.548 17.028 -7.99 -1.34 8.11 1.172
O 35.390 37.901 16.025 6.37 2.82 -8.14 -0.657
C 33.530 38.876 17.679 -2.92 -2.81 0.41 -0.794
C 33.743 39.021 19.178 -1.22 -0.20 0.31 -0.579
C 34.594 37.685 19.575 -1.38 2.33 4.55 0.307
C 35.434 37.217 18.493 1.88 8.14 -0.73 -0.336
H 32.392 38.749 17.407 2.60 -0.07 0.01 0.299
H 33.934 39.722 17.369 1.04 3.87 -2.58 0.476
H 34.244 40.002 19.113 0.80 -0.77 1.56 0.290
H 32.697 39.354 19.670 2.46 -1.63 -0.51 0.237
H 34.018 36.813 19.734 -1.91 -0.29 0.56 -0.475
H 35.093 37.774 20.657 -0.61 0.05 -2.59 0.354
H 35.655 36.309 18.642 1.83 -6.92 0.45 -0.034
H 36.336 37.857 18.483 0.09 -0.51 -0.34 0.319
O 31.727 34.166 22.789 -0.58 -1.42 1.19 -0.696
S 32.293 34.862 21.697 4.19 1.31 -0.52 1.195
O 33.150 35.997 21.986 -0.45 -0.06 0.07 -0.619
C 33.218 33.819 20.526 -2.76 -0.80 0.80 -0.362
C 32.120 33.287 19.632 2.02 3.07 -4.96 -0.542
C 31.171 34.493 19.344 3.66 0.79 1.25 -0.705
C 31.049 35.275 20.608 -3.17 -5.34 2.16 -0.993
H 33.781 33.066 20.963 0.62 -1.61 1.59 0.528
H 33.964 34.283 19.984 1.10 2.06 -1.06 -0.045
H 32.628 33.269 18.541 -1.03 -1.13 2.33 0.091
H 31.658 32.403 19.875 -0.96 -2.00 0.76 0.538
H 30.306 34.345 18.878 -3.92 -1.51 -1.36 0.659
H 31.643 35.110 18.573 0.57 0.23 0.39 0.001
H 30.170 35.045 21.338 0.83 -0.21 -1.76 0.381
H 30.960 36.225 20.556 0.00 6.68 -0.90 0.655
```
Positions in Å, forces in eV/Å.

* energy: -2117.37686 Ha
* F_max: 11.46 eV/Å
* frontier orbital gap: 0.3747 Ha
* E_HOMO: -9.8521 eV
* charge: 0



The following is a quantum chemistry calculation of C12H25AsBrMoN8O2S4 as an isolated structure, from OMol25.

Geometry as XYZ:
```
54
Properties=species:S:1:pos:R:3:forces:R:3:mulliken_charge:R:1
Mo -0.205 1.141 -0.065 0.35 0.10 -0.03 -0.264
S -0.082 3.581 7.513 0.03 0.00 -0.02 -0.224
As 0.529 2.462 5.962 -0.07 0.00 0.06 0.412
S -0.752 0.443 3.654 0.25 -0.02 0.08 -0.226
S -0.503 1.869 2.157 -0.21 0.23 0.13 0.195
S -1.435 1.557 5.245 0.07 0.01 -0.07 -0.091
C 2.733 -1.825 -0.108 0.01 0.00 0.05 -0.927
N 3.294 -0.691 -0.817 -0.04 0.03 0.13 -0.040
C 4.036 0.172 0.092 0.02 0.04 0.03 -0.902
C 2.322 0.050 -1.537 0.08 -0.03 -0.06 0.657
C 1.590 -0.745 -2.595 0.03 -0.10 -0.03 -0.511
N 0.737 0.061 -3.452 -0.11 0.21 -0.07 0.148
C 0.112 1.202 -2.873 -0.12 -0.16 0.01 -0.688
C -0.179 -0.762 -4.214 -0.04 -0.01 -0.03 -0.968
H 2.344 -2.575 -0.793 -0.01 -0.01 -0.03 0.271
H 1.914 -1.505 0.571 0.02 0.00 -0.03 0.223
H 3.506 -2.294 0.497 0.00 0.00 -0.01 0.440
H 4.825 -0.402 0.574 0.01 0.00 -0.01 0.340
H 3.382 0.600 0.870 0.00 -0.02 -0.02 0.252
H 4.488 0.995 -0.458 0.00 -0.01 -0.01 0.340
H 2.782 0.946 -1.956 -0.04 0.03 -0.01 0.555
H 1.565 0.465 -0.778 0.08 -0.08 0.12 -0.155
H 1.002 -1.539 -2.115 -0.01 0.03 0.03 -0.066
H 2.344 -1.232 -3.219 -0.03 -0.03 0.03 0.268
H 0.824 1.929 -2.502 0.07 0.04 0.03 0.246
H -0.670 0.940 -2.059 -0.02 -0.09 -0.05 0.365
H -0.517 1.708 -3.604 0.03 0.00 0.01 0.334
H -0.663 -0.165 -4.986 -0.01 -0.01 0.01 0.359
H -0.966 -1.215 -3.581 0.07 0.04 -0.03 0.257
H 0.369 -1.567 -4.702 -0.01 0.00 0.00 0.326
N -3.665 0.218 2.383 0.00 0.04 0.10 -0.546
N -3.770 1.607 2.226 -0.23 0.28 0.01 -0.044
C -3.049 2.310 1.341 0.20 0.11 -0.29 0.296
N -3.601 3.329 0.690 -0.22 0.05 -0.04 -0.376
N -1.775 2.054 1.046 0.28 -0.68 0.44 -0.249
N 0.594 2.998 -0.365 -0.21 0.17 -0.14 0.786
O 1.761 3.173 -0.031 0.06 -0.09 0.03 -0.593
O -0.101 3.889 -0.844 0.00 -0.01 0.05 -0.628
H -3.694 -0.232 1.478 0.02 -0.06 -0.10 0.288
H -2.786 -0.002 2.837 -0.15 -0.11 -0.05 0.221
H -4.656 1.990 2.522 0.00 -0.03 0.02 0.257
H -4.598 3.460 0.635 0.00 0.00 0.00 0.198
H -2.989 3.945 0.175 0.01 0.00 0.01 0.273
Br 0.598 -5.029 2.393 -0.01 0.02 -0.01 -0.137
C -0.131 -3.699 1.286 -0.02 -0.02 -0.04 -0.210
C -0.317 -3.928 -0.071 0.03 0.00 0.04 -0.424
C -0.843 -2.905 -0.838 0.01 -0.06 0.06 -0.908
C -1.173 -1.715 -0.208 -0.09 0.14 -0.12 -0.044
N -1.014 -1.491 1.099 0.03 0.13 -0.26 0.226
C -0.490 -2.476 1.830 0.04 0.02 0.09 -0.252
H -0.052 -4.881 -0.508 0.00 0.00 0.01 0.494
H -1.000 -3.029 -1.901 -0.02 0.00 0.03 0.497
H -1.612 -0.900 -0.786 -0.16 -0.12 -0.01 0.613
H -0.361 -2.291 2.890 0.02 0.01 -0.03 0.336
```
Positions in Å, forces in eV/Å.

* energy: -7531.09563 Ha
* F_max: 0.85 eV/Å
* frontier orbital gap (alpha / beta): 0.2638 / 0.2351 Ha
* 2S+1: 3
* E_HOMO (alpha / beta): -11.1818 / -10.4051 eV
* charge: +1



The following is a quantum chemistry calculation of a 2-piece molecular cluster, C12H25B2BrClF5N2O5S overall in a non-equilibrium geometry, from OMol25.

Geometry as XYZ:
```
54
Properties=species:S:1:pos:R:3:forces:R:3:mulliken_charge:R:1
C 5.495 -0.534 1.055 0.06 0.09 -0.14 -1.464
C 4.556 0.220 0.113 0.19 -0.12 0.35 -0.034
C 3.864 1.370 0.842 -0.08 0.08 -0.07 -0.494
C 3.181 2.434 -0.037 0.00 -0.10 -0.15 -0.720
C 2.625 1.939 -1.375 -0.10 0.11 0.03 -1.105
C 1.503 0.911 -1.239 -0.10 -0.08 -0.07 -0.866
C 0.231 1.537 -0.664 0.29 0.00 -0.07 -0.307
C -1.017 0.649 -0.639 0.20 0.52 -0.41 -0.380
C -2.293 1.438 -0.307 0.02 0.20 0.58 -1.151
B -2.338 2.350 1.026 -0.06 -0.11 0.16 0.590
C -3.491 2.201 2.077 0.06 0.19 -0.04 -1.026
O -1.381 3.322 1.134 0.39 -0.65 -0.28 -0.616
O -3.488 0.669 -0.470 0.07 -0.19 -0.67 -0.438
C -3.565 -0.589 0.136 0.14 0.52 0.39 0.077
Cl -5.003 -1.366 -0.512 -0.06 -0.04 0.00 -0.092
C -2.334 -1.465 -0.198 -0.83 -0.92 -1.24 0.055
N -2.242 -1.789 -1.574 0.23 0.67 0.05 -0.337
Br -2.367 -3.115 0.722 0.19 -0.24 0.63 0.120
N -0.949 -0.672 0.114 -0.32 -0.27 0.38 0.600
O 0.062 -1.506 -0.354 0.36 0.39 0.22 -0.409
S -0.474 -0.543 1.893 0.47 0.02 -0.60 1.331
O -0.036 0.785 2.073 -0.07 0.03 0.20 -0.507
O 0.269 -1.680 2.225 -0.19 0.04 0.07 -0.552
F -1.886 -0.627 2.471 -0.17 -0.06 0.20 -0.151
H 4.986 -0.786 1.987 0.03 -0.06 0.02 0.330
H 6.368 0.075 1.294 -0.02 0.03 0.10 0.360
H 5.859 -1.453 0.597 -0.02 -0.05 0.03 0.399
H 5.137 0.598 -0.731 -0.09 -0.03 -0.10 0.258
H 3.826 -0.501 -0.261 -0.03 0.13 -0.23 0.180
H 4.623 1.871 1.448 -0.08 0.04 0.10 0.508
H 3.138 0.962 1.552 0.03 -0.10 0.00 0.116
H 3.887 3.240 -0.244 0.02 0.00 -0.05 0.392
H 2.359 2.889 0.520 0.11 0.12 0.11 0.232
H 2.241 2.802 -1.927 0.00 0.00 -0.03 0.496
H 3.426 1.527 -1.990 0.01 -0.08 0.04 0.431
H 1.839 0.082 -0.617 0.06 0.04 0.06 0.475
H 1.283 0.493 -2.230 0.01 -0.02 -0.01 0.313
H -0.053 2.358 -1.329 -0.06 0.02 0.01 0.580
H 0.437 2.003 0.289 -0.11 -0.08 0.02 0.284
H -1.129 0.312 -1.673 -0.08 -0.37 0.09 0.722
H -2.326 2.150 -1.139 -0.08 0.09 0.05 0.422
H -4.439 2.000 1.574 0.00 -0.14 0.02 0.367
H -3.608 3.134 2.629 0.02 -0.04 0.11 0.317
H -3.324 1.402 2.804 -0.04 -0.02 -0.01 0.303
H -1.039 3.407 2.029 -0.33 0.54 0.16 0.306
H -3.750 -0.513 1.205 0.21 0.04 0.07 0.199
H -2.655 -1.077 -2.166 -0.25 -0.13 0.01 0.255
H -2.622 -2.714 -1.791 0.16 -0.24 -0.02 0.277
H 0.164 -1.284 -1.295 -0.22 -0.25 -0.11 0.402
B -2.708 -5.806 -1.816 0.24 -0.32 0.00 0.576
F -3.411 -4.555 -1.815 -0.03 0.50 0.02 -0.464
F -3.600 -6.827 -2.118 0.00 0.08 0.00 -0.358
F -1.681 -5.723 -2.766 -0.02 0.08 0.01 -0.396
F -2.147 -6.006 -0.533 -0.11 0.20 -0.01 -0.408
```
Positions in Å, forces in eV/Å.

* energy: -4939.49812 Ha
* F_max: 1.75 eV/Å
* frontier orbital gap: 0.3466 Ha
* E_HOMO: -10.3075 eV
* charge: 0



The following is a quantum chemistry calculation of C12H25B2F4IN9O7SW as an isolated structure in a non-equilibrium geometry, from OMol25.

Geometry as XYZ:
```
62
Properties=species:S:1:pos:R:3:forces:R:3:mulliken_charge:R:1
W -0.082 -0.309 -0.154 0.85 -3.83 0.07 2.403
C 1.042 2.493 -3.644 -0.47 0.05 0.05 -1.622
C 1.330 1.433 -2.580 0.85 -0.15 0.03 0.618
N 0.121 0.900 -1.943 -0.03 -0.14 -1.25 0.311
O -0.837 0.812 -2.869 0.27 0.44 0.15 -0.203
B -2.183 0.758 -2.554 -0.22 -0.56 -0.60 0.879
F -1.140 -1.211 -1.420 -0.52 0.50 -0.67 -0.867
F -3.011 0.590 -3.537 0.04 0.06 0.19 -0.139
O -2.706 0.904 -1.288 -0.25 -0.11 0.07 -0.633
N -1.833 0.944 -0.250 -0.08 1.19 0.51 0.838
C -2.151 1.769 0.701 -0.63 -0.57 -0.91 0.475
C -3.396 2.563 0.736 -0.12 0.12 -0.10 -2.008
C -1.123 1.840 1.717 1.06 -0.60 0.79 0.646
N -0.123 1.038 1.482 -0.42 1.73 0.49 1.051
O 0.946 1.240 2.313 -0.27 -0.66 0.17 -0.622
B 1.969 2.112 1.929 0.50 0.04 -0.05 0.794
F 2.825 2.391 2.875 -0.17 -0.04 0.04 -0.145
F 1.740 -0.199 0.203 -0.20 0.58 0.39 -0.704
O 2.160 2.651 0.701 0.18 0.27 -0.04 -0.402
N 1.430 2.154 -0.371 -0.32 0.18 -0.24 0.028
C 2.122 2.043 -1.435 -0.10 0.11 -0.14 0.241
C 3.534 2.459 -1.587 0.23 0.16 0.12 -1.405
C -1.176 2.780 2.859 -0.01 0.10 0.02 -1.814
H 0.608 2.043 -4.534 0.05 -0.04 -0.02 0.415
H 1.969 2.992 -3.924 0.05 -0.06 0.06 0.461
H 0.350 3.243 -3.262 0.04 0.06 0.01 0.424
H -4.011 2.369 -0.137 -0.01 0.06 0.05 0.459
H -3.172 3.632 0.782 0.07 -0.01 0.03 0.483
H -3.971 2.325 1.635 0.08 -0.03 0.05 0.474
H 4.111 2.156 -0.713 0.02 -0.08 -0.07 0.437
H 3.589 3.552 -1.603 -0.03 -0.01 -0.06 0.385
H 3.996 2.073 -2.491 -0.04 0.00 0.01 0.347
H -2.200 2.907 3.206 -0.01 0.03 -0.04 0.534
H -0.810 3.768 2.555 -0.03 0.01 -0.05 0.371
H -0.547 2.440 3.678 -0.04 -0.03 -0.02 0.447
N 0.448 -1.605 3.562 -0.22 0.33 -0.15 -0.401
N 1.202 -2.746 3.335 0.09 -0.25 -0.41 -0.330
C 1.571 -3.148 2.110 0.12 0.04 -0.39 0.663
N 2.383 -4.178 2.019 0.20 -0.41 0.49 -0.338
N 1.080 -2.482 1.005 -0.16 0.08 1.01 -0.154
N 1.559 -2.798 -0.184 -0.01 -0.20 0.26 0.895
O 2.340 -3.679 -0.433 -0.11 0.28 -0.64 -0.751
O 1.073 -2.063 -1.105 -0.41 0.37 0.10 -0.593
H 1.018 -0.932 4.060 0.02 0.10 0.05 0.292
H -0.350 -1.845 4.138 -0.03 -0.01 0.01 0.291
H 1.573 -3.245 4.132 0.08 -0.10 -0.04 0.190
H 2.727 -4.656 2.840 -0.03 0.09 0.06 0.186
H 2.702 -4.507 1.121 -0.04 0.02 -0.01 0.181
C -1.939 -3.835 0.089 -0.09 -0.13 0.15 -0.804
S -2.603 -2.433 1.005 0.45 -0.14 -0.89 0.332
C -3.837 -1.897 -0.182 -0.08 0.07 0.00 -0.809
O -1.460 -1.365 0.971 0.25 0.68 0.54 -0.509
H -2.768 -4.493 -0.178 -0.08 0.06 0.09 0.487
H -1.257 -4.385 0.734 -0.01 0.08 0.06 0.300
H -1.442 -3.490 -0.814 -0.02 0.12 -0.02 0.191
H -4.684 -2.582 -0.101 0.05 -0.06 0.12 0.559
H -3.449 -1.907 -1.195 0.11 -0.06 0.01 0.225
H -4.175 -0.900 0.091 0.00 -0.02 0.12 0.221
I 1.134 -1.157 -4.448 0.09 0.33 0.09 0.135
C 2.187 0.264 -3.242 -0.54 -0.17 0.22 -1.771
H 2.895 0.717 -3.930 0.03 0.09 0.14 0.740
H 2.700 -0.312 -2.476 0.03 0.02 -0.01 0.617
```
Positions in Å, forces in eV/Å.

* energy: -2702.93188 Ha
* F_max: 3.93 eV/Å
* frontier orbital gap (alpha / beta): 0.2239 / 0.1788 Ha
* 2S+1: 3
* E_HOMO (alpha / beta): -16.8947 / -16.8660 eV
* charge: +3



> The lowest energy belongs to which entry?

C12H25AsBrMoN8O2S4



> Among the records above, which one has the highest energy?

C12H24O12



> Look up the charge of the second one.

0